(1)
The following is a DFT calculation (the ωB97M-V functional and the def2-TZVPD basis) of a molecular structure, C28H23IrN3OPS.

Positions of all 58 atoms, in Å:
Ir1 1.008 0.200 -0.258
C1 -0.262 -4.372 -2.218
N1 1.091 -3.875 -1.968
C2 2.261 -4.479 -2.387
C3 3.278 -3.710 -1.976
N2 2.729 -2.625 -1.282
C4 1.377 -2.748 -1.309
S1 0.091 -1.767 -0.702
C5 3.546 -1.645 -0.653
C6 4.847 -1.988 -0.309
C7 5.685 -1.014 0.194
C8 5.206 0.280 0.348
C9 3.889 0.516 0.040
N3 3.058 -0.424 -0.449
H1 -0.185 -5.280 -2.809
H2 -0.830 -3.624 -2.768
H3 -0.756 -4.595 -1.275
H4 2.258 -5.393 -2.954
H5 4.333 -3.809 -2.147
H6 5.191 -3.006 -0.407
H7 6.700 -1.264 0.470
H8 5.827 1.079 0.726
H9 3.457 1.500 0.196
O1 1.863 -0.797 2.209
C10 1.154 0.031 1.731
C11 0.375 1.062 2.475
C12 0.719 1.384 3.786
C13 -0.012 2.351 4.454
C14 -1.080 2.988 3.825
C15 -1.433 2.659 2.524
C16 -0.704 1.691 1.847
P1 -1.056 1.095 0.180
C17 -2.439 -0.049 0.272
C18 -3.118 -0.379 -0.903
C19 -4.141 -1.312 -0.866
C20 -4.485 -1.918 0.337
C21 -3.806 -1.597 1.503
C22 -2.779 -0.664 1.475
C23 -1.556 2.481 -0.840
C24 -0.593 3.151 -1.593
C25 -0.938 4.274 -2.326
C26 -2.249 4.732 -2.304
C27 -3.214 4.067 -1.558
C28 -2.873 2.941 -0.826
H10 1.549 0.878 4.261
H11 0.246 2.614 5.470
H12 -1.641 3.743 4.358
H13 -2.267 3.153 2.042
H14 -2.861 0.102 -1.839
H15 -4.680 -1.557 -1.771
H16 -5.292 -2.639 0.365
H17 -4.081 -2.064 2.439
H18 -2.259 -0.410 2.391
H19 0.432 2.791 -1.621
H20 -0.193 4.789 -2.915
H21 -2.521 5.609 -2.876
H22 -4.235 4.425 -1.550
H23 -3.632 2.416 -0.258

LUMO ... -7.21 eV
Net charge ... +2

Results of the Löwdin charge analysis, in e, for atoms 1 through 8:
1 Ir 0.821
2 C 0.003
3 N -0.105
4 C 0.016
5 C 0.010
6 N 0.042
7 C -0.561
8 S 0.791



(2)
The following is a DFT calculation (the ωB97M-V functional and the def2-TZVPD basis) of a molecular structure, C28H23N2O6PSe2Te2V at a distorted geometry.

Positions of all 65 atoms, in Å:
V1 0.959 0.012 3.721
C1 2.446 1.417 -1.375
C2 1.339 1.216 -2.391
C3 1.645 1.354 -3.744
C4 0.680 1.212 -4.732
C5 -0.630 0.932 -4.369
C6 -0.951 0.790 -3.024
C7 0.013 0.920 -2.022
P1 -0.343 0.562 -0.248
C8 -2.095 -0.008 -0.280
C9 -2.162 -1.404 -0.415
C10 -3.365 -2.092 -0.392
C11 -4.540 -1.380 -0.198
C12 -4.488 -0.001 -0.053
C13 -3.286 0.711 -0.099
C14 -3.353 2.218 0.035
C15 -0.269 2.204 0.560
C16 -0.009 3.385 -0.147
C17 0.151 4.598 0.500
C18 0.040 4.636 1.891
C19 -0.208 3.473 2.596
C20 -0.364 2.234 1.956
C21 -0.683 1.012 2.771
H1 3.378 0.977 -1.736
H2 2.229 0.971 -0.403
H3 2.611 2.483 -1.201
H4 2.677 1.561 -4.023
H5 0.953 1.306 -5.777
H6 -1.400 0.818 -5.126
H7 -1.975 0.572 -2.749
H8 -1.235 -1.963 -0.511
H9 -3.374 -3.172 -0.490
H10 -5.493 -1.896 -0.149
H11 -5.409 0.554 0.097
H12 -4.369 2.563 -0.175
H13 -2.669 2.720 -0.646
H14 -3.083 2.544 1.044
H15 0.058 3.351 -1.228
H16 0.345 5.499 -0.069
H17 0.178 5.569 2.427
H18 -0.266 3.492 3.675
H19 -1.090 0.214 2.149
H20 -1.422 1.271 3.513
Se1 2.565 1.591 4.263
Te1 3.554 0.951 6.516
Te2 1.245 0.135 7.755
Se2 -0.282 0.260 5.734
O1 0.813 -1.842 3.060
C22 1.490 -1.530 1.993
O2 1.954 -0.353 1.959
C23 1.669 -2.503 0.883
C24 2.597 -2.215 -0.119
C25 2.667 -3.123 -1.189
C26 1.888 -4.243 -1.281
C27 0.974 -4.518 -0.251
C28 0.866 -3.626 0.855
N1 0.189 -5.653 -0.334
O3 0.302 -6.423 -1.354
O4 -0.634 -5.879 0.614
N2 3.627 -2.869 -2.285
O5 4.357 -1.912 -2.182
O6 3.652 -3.612 -3.236
H21 3.224 -1.340 -0.076
H22 1.961 -4.909 -2.122
H23 0.149 -3.823 1.633

2S+1 ... 2
LUMO (alpha / beta) ... 3.70 / 3.70 eV
Net charge ... -2

Results of the Löwdin charge analysis, in e, for atoms 1 through 8:
1 V 0.127
2 C -0.053
3 C -0.276
4 C -0.060
5 C -0.104
6 C -0.103
7 C -0.085
8 C -0.309



(3)
The following is a DFT calculation (the ωB97M-V functional and the def2-TZVPD basis) of a molecular structure, C28H23NO4PdS3.

Positions of all 60 atoms, in Å:
Pd1 0.993 0.061 -0.713
S1 2.283 4.055 1.310
C1 3.634 3.059 0.961
C2 3.254 1.863 0.440
C3 1.834 1.669 0.292
C4 1.185 2.796 0.728
C5 -0.254 3.025 0.815
C6 -0.785 4.285 1.151
C7 -2.149 4.443 1.283
C8 -2.980 3.347 1.085
C9 -2.371 2.149 0.737
N1 -1.070 1.985 0.588
H1 4.637 3.418 1.143
H2 3.979 1.115 0.139
H3 -0.122 5.127 1.302
H4 -2.563 5.412 1.541
H5 -4.056 3.418 1.187
H6 -2.972 1.260 0.561
O1 -0.484 -0.602 2.482
S2 0.919 -0.990 2.168
C10 1.090 -2.613 2.976
C11 -0.050 -3.273 3.406
C12 0.059 -4.511 4.024
C13 1.309 -5.085 4.220
C14 2.450 -4.416 3.796
C15 2.342 -3.179 3.177
C16 0.978 -1.588 0.453
C17 2.199 -2.219 0.031
C18 2.191 -3.205 -0.921
C19 0.987 -3.650 -1.502
C20 -0.192 -3.038 -1.135
C21 -0.225 -2.004 -0.186
H7 -1.006 -2.788 3.245
H8 -0.832 -5.031 4.354
H9 1.394 -6.052 4.702
H10 3.427 -4.860 3.948
H11 3.228 -2.650 2.845
H12 3.135 -1.884 0.465
H13 3.134 -3.622 -1.256
H14 0.998 -4.416 -2.266
H15 -1.125 -3.346 -1.597
H16 -1.162 -1.598 0.173
C22 -4.294 1.935 -2.059
C23 -2.867 1.635 -2.441
C24 -1.943 2.661 -2.621
C25 -0.636 2.384 -2.989
C26 -0.224 1.070 -3.191
C27 -1.129 0.037 -2.968
C28 -2.436 0.324 -2.595
S3 1.362 0.720 -3.950
O2 1.104 0.881 -5.380
O3 2.277 1.711 -3.408
O4 1.631 -0.657 -3.556
H17 -4.535 2.984 -2.239
H18 -4.472 1.737 -0.999
H19 -4.991 1.319 -2.632
H20 -2.253 3.689 -2.462
H21 0.089 3.178 -3.124
H22 -0.791 -0.981 -3.109
H23 -3.136 -0.491 -2.430

LUMO ... 4.43 eV
Net charge ... -2

Results of the Löwdin charge analysis, in e, for atoms 1 through 8:
1 Pd 0.651
2 S 0.908
3 C -0.479
4 C -0.235
5 C -0.260
6 C -0.512
7 C -0.298
8 C -0.067



(4)
The following is a DFT calculation (the ωB97M-V functional and the def2-TZVPD basis) of a molecular structure, C28H24BBeCl7F4NNaO25S at a distorted geometry.

Positions of all 93 atoms, in Å:
C1 -2.942 2.275 -3.620
C2 -2.933 0.823 -3.034
C3 -2.458 0.901 -1.542
C4 -1.894 -0.474 -1.089
C5 -0.424 -0.279 -0.571
C6 -0.141 -0.188 0.814
C7 1.190 -0.020 1.288
F1 1.461 0.069 2.579
C8 2.294 0.072 0.376
C9 1.986 -0.010 -0.973
C10 0.656 -0.169 -1.482
C11 0.672 -0.184 -2.953
O1 -0.239 -0.532 -3.714
N1 1.917 0.253 -3.342
C12 2.842 0.070 -2.233
O2 4.007 -0.021 -2.434
H1 -3.975 2.533 -3.908
H2 -2.233 2.321 -4.457
H3 -2.618 2.992 -2.843
H4 -2.197 0.240 -3.689
H5 -3.932 0.351 -3.128
H6 -1.672 1.671 -1.407
H7 -3.329 1.171 -0.917
H8 -1.850 -1.168 -2.005
H9 -2.491 -0.952 -0.290
H10 -0.935 -0.249 1.577
H11 3.331 0.202 0.713
H12 2.218 -0.256 -4.178
Be1 -1.762 -1.430 -3.551
C13 -4.091 4.014 -7.224
Cl1 -3.632 2.347 -6.841
Cl2 -3.811 5.088 -5.851
H13 -3.496 4.356 -8.065
H14 -5.148 4.033 -7.480
C14 1.748 4.181 -3.602
F2 2.033 5.152 -4.479
F3 2.533 3.128 -3.919
F4 2.148 4.612 -2.402
S1 -0.043 3.738 -3.619
O3 -0.302 3.292 -4.976
O4 -0.733 4.952 -3.264
O5 -0.164 2.674 -2.616
C15 -2.961 -6.620 -1.603
C16 -3.981 -5.532 -1.409
O6 -3.192 -4.345 -1.574
C17 -2.121 -4.677 -2.311
O7 -1.341 -3.873 -2.774
O8 -2.010 -5.993 -2.477
H15 -3.380 -7.514 -2.058
H16 -2.458 -6.898 -0.676
H17 -4.763 -5.546 -2.171
H18 -4.446 -5.561 -0.427
C18 4.703 -2.490 5.077
C19 4.653 -3.610 5.805
C20 3.361 -4.322 6.060
O9 3.369 -5.349 6.713
C21 2.135 -3.744 5.512
C22 2.181 -2.621 4.785
C23 3.485 -1.922 4.506
O10 3.491 -0.915 3.825
O11 1.065 -2.070 4.272
O12 5.754 -4.155 6.344
H19 5.630 -1.967 4.883
H20 1.207 -4.260 5.720
H21 1.352 -1.273 3.794
H22 5.447 -4.951 6.815
O13 0.567 -2.225 7.845
H23 0.886 -2.116 6.944
H24 1.202 -1.737 8.379
O14 -1.898 -3.284 5.576
Cl3 -2.561 -2.067 5.236
O15 -1.932 -1.461 4.087
O16 -2.530 -1.156 6.348
O17 -3.971 -2.359 4.906
Na1 -5.521 -0.609 4.852
B1 5.118 3.499 3.458
O18 5.916 2.951 2.337
C24 6.314 1.733 2.681
O19 6.979 1.007 1.994
C25 5.791 1.418 4.058
O20 5.963 0.397 4.663
O21 5.095 2.454 4.504
O22 5.712 4.750 3.970
C26 4.803 5.714 3.846
O23 4.965 6.855 4.169
C27 3.553 5.131 3.239
O24 2.541 5.724 2.992
O25 3.747 3.834 3.016
C28 -7.903 2.034 -8.277
Cl4 -7.470 1.478 -6.652
Cl5 -6.780 3.308 -8.780
Cl6 -7.805 0.680 -9.411
Cl7 -9.551 2.674 -8.261

LUMO ... -5.46 eV

Results of the Löwdin charge analysis, in e, for atoms 1 through 8:
1 C -0.115
2 C -0.197
3 C -0.142
4 C -0.067
5 C -0.098
6 C 0.100
7 C -0.173
8 F 0.108



(5)
The following is a DFT calculation (the ωB97M-V functional and the def2-TZVPD basis) of a molecular structure, C28H24Cl3CuF10N5O5S3.

Positions of all 79 atoms, in Å:
Cu1 -0.030 -0.258 0.172
C1 -1.428 -2.986 -0.202
N1 -0.302 -2.199 -0.730
C2 -0.469 -2.021 -2.189
C3 1.006 -2.837 -0.454
C4 2.088 -1.786 -0.135
N2 1.680 -0.509 -0.721
C5 2.492 0.599 -0.602
C6 2.249 1.688 -1.466
F1 1.315 1.562 -2.413
C7 2.964 2.860 -1.397
F2 2.676 3.846 -2.256
C8 3.983 3.031 -0.480
C9 4.254 1.975 0.359
F3 5.223 2.096 1.282
C10 3.539 0.796 0.309
F4 3.849 -0.159 1.201
H1 -1.459 -3.981 -0.663
H2 -2.359 -2.465 -0.416
H3 -1.339 -3.094 0.879
H4 -0.528 -3.002 -2.676
H5 0.380 -1.468 -2.581
H6 -1.379 -1.467 -2.389
H7 1.298 -3.452 -1.312
H8 0.895 -3.504 0.401
H9 3.053 -2.110 -0.537
H10 2.207 -1.722 0.951
H11 4.557 3.947 -0.436
F5 -4.629 -1.055 1.333
C11 -4.307 -0.141 2.245
F6 -4.130 -0.724 3.423
F7 -5.273 0.761 2.332
S1 -2.725 0.667 1.772
O1 -1.915 -0.453 1.277
O2 -2.273 1.330 2.953
N3 -3.144 1.646 0.607
S2 -2.356 1.332 -0.736
O3 -0.914 1.521 -0.561
O4 -2.783 0.150 -1.427
C12 -2.895 2.707 -1.816
F8 -2.370 2.477 -3.010
F9 -2.461 3.868 -1.345
F10 -4.218 2.711 -1.886
Cl1 -5.133 0.932 7.608
C13 -3.632 1.517 6.966
C14 -2.446 0.904 7.320
C15 -1.260 1.379 6.782
C16 -1.224 2.449 5.899
C17 0.074 2.967 5.325
C18 1.181 1.923 5.184
N4 0.924 0.922 4.156
C19 0.670 -0.424 4.316
C20 0.541 -0.931 3.061
N5 0.726 0.082 2.137
C21 0.959 1.168 2.835
O5 0.585 3.998 6.162
C22 0.991 5.174 5.446
C23 1.999 4.889 4.367
C24 3.317 4.632 4.588
Cl2 4.111 4.636 6.106
S3 4.159 4.185 3.162
C25 2.745 4.384 2.217
C26 1.683 4.760 2.978
C27 -2.441 3.054 5.582
Cl3 -2.514 4.415 4.501
C28 -3.641 2.596 6.100
H12 -2.450 0.063 8.000
H13 -0.336 0.896 7.076
H14 -0.133 3.369 4.330
H15 1.365 1.429 6.134
H16 2.093 2.446 4.915
H17 0.592 -0.885 5.287
H18 0.326 -1.948 2.766
H19 1.173 2.145 2.422
H20 1.401 5.842 6.198
H21 0.116 5.647 4.996
H22 2.783 4.209 1.149
H23 0.690 4.942 2.576
H24 -4.572 3.077 5.828

2S+1 ... 2
LUMO (alpha / beta) ... 0.44 / -1.11 eV

Results of the Löwdin charge analysis, in e, for atoms 1 through 8:
1 Cu 0.528
2 C -0.074
3 N -0.291
4 C -0.062
5 C -0.160
6 C -0.206
7 N -0.041
8 C -0.161



(6)
The following is a DFT calculation (the ωB97M-V functional and the def2-TZVPD basis) of a molecular structure, C28H24ClN5O4PPtS at a distorted geometry.

Positions of all 65 atoms, in Å:
Pt1 0.118 -0.325 -0.386
O1 -1.823 -0.190 0.108
C1 -2.668 0.506 -0.555
C2 -2.438 1.594 -1.407
C3 -3.529 2.110 -2.144
C4 -3.312 3.153 -2.972
C5 -2.064 3.754 -3.071
C6 -0.989 3.261 -2.339
C7 -1.164 2.156 -1.539
O2 -0.100 1.648 -0.861
N1 -4.435 3.647 -3.808
O3 -5.500 3.075 -3.693
O4 -4.198 4.575 -4.550
H1 -3.707 0.199 -0.431
H2 -4.523 1.679 -2.075
H3 -1.947 4.604 -3.730
H4 -0.016 3.732 -2.368
C8 4.160 -0.009 -3.956
C9 2.828 -0.674 -3.948
N2 2.298 -1.364 -4.900
N3 1.061 -1.759 -4.396
C10 0.836 -1.327 -3.184
S1 -0.542 -1.598 -2.172
N4 1.926 -0.644 -2.872
N5 2.053 -0.070 -1.607
H5 4.668 -0.272 -4.880
H6 4.777 -0.334 -3.114
H7 4.057 1.077 -3.916
H8 0.449 -2.316 -4.975
H9 1.978 0.950 -1.689
H10 2.958 -0.311 -1.211
Cl1 2.030 0.692 1.130
C11 2.633 -0.778 1.936
C12 3.889 -0.732 2.494
C13 4.332 -1.850 3.191
C14 3.521 -2.970 3.321
C15 2.257 -2.990 2.749
C16 1.813 -1.886 2.022
P1 0.167 -1.929 1.311
C17 -0.132 -3.450 0.509
C18 0.913 -4.298 0.111
C19 0.614 -5.469 -0.562
C20 -0.711 -5.774 -0.877
C21 -1.747 -4.914 -0.518
C22 -1.464 -3.744 0.157
C23 -0.957 -1.638 2.607
C24 -1.000 -0.352 3.176
C25 -1.794 -0.130 4.279
C26 -2.528 -1.182 4.824
C27 -2.492 -2.450 4.254
C28 -1.707 -2.696 3.142
H11 4.505 0.157 2.414
H12 5.313 -1.832 3.653
H13 3.873 -3.835 3.871
H14 1.621 -3.859 2.867
H15 1.942 -4.059 0.351
H16 1.406 -6.153 -0.837
H17 -0.935 -6.683 -1.423
H18 -2.769 -5.163 -0.772
H19 -2.265 -3.059 0.420
H20 -0.421 0.466 2.755
H21 -1.840 0.855 4.724
H22 -3.123 -1.014 5.713
H23 -3.068 -3.257 4.689
H24 -1.661 -3.692 2.723

LUMO (alpha / beta) ... -11.69 / -11.69 eV
Net charge ... +3

Results of the Löwdin charge analysis, in e, for atoms 1 through 8:
1 Pt 1.041
2 O -0.204
3 C -0.075
4 C -0.127
5 C 0.099
6 C -0.102
7 C 0.100
8 C 0.047



Number 1: energy -2163.71595 a.u.. Number 2: energy -8265.97606 a.u.. Number 3: energy -2758.92077 a.u.. Number 4: energy -7237.84440 a.u.. Number 5: energy -6945.61344 a.u.. Number 6: energy -2974.04128 a.u..